No. 1
{
  "formula": "C37H81N7O18S2",
  "method": "ωB97M-V/def2-TZVPD",
  "symbols": ["O", "S", "O", "O", "C", "C", "O", "H", "H", "H", "H", "O", "S", "O", "O", "C", "C", "O", "H", "H", "H", "H", "C", "N", "C", "C", "O", "H", "H", "H", "H", "H", "H", "H", "C", "N", "C", "C", "O", "H", "H", "H", "H", "H", "H", "H", "C", "N", "C", "C", "O", "H", "H", "H", "H", "H", "H", "H", "C", "N", "C", "C", "O", "H", "H", "H", "H", "H", "H", "H", "C", "N", "C", "C", "O", "H", "H", "H", "H", "H", "H", "H", "C", "N", "C", "C", "O", "H", "H", "H", "H", "H", "H", "H", "C", "N", "C", "C", "O", "H", "H", "H", "H", "H", "H", "H", "C", "C", "C", "O", "C", "H", "H", "H", "H", "H", "H", "H", "H", "C", "C", "C", "O", "C", "H", "H", "H", "H", "H", "H", "H", "H", "C", "C", "C", "O", "C", "H", "H", "H", "H", "H", "H", "H", "H"],
  "xyz": [[4.73, 5.23, 6.91], [4.91, 4.64, 5.59], [5.00, 3.16, 5.42], [3.63, 5.31, 4.62], [4.02, 5.61, 3.29], [5.39, 6.15, 3.55], [5.99, 5.35, 4.53], [4.05, 4.64, 2.80], [3.24, 6.14, 2.75], [5.31, 7.11, 4.05], [5.93, 6.28, 2.62], [-5.80, 0.47, -7.70], [-5.70, -0.95, -8.09], [-4.44, -1.71, -7.95], [-6.92, -1.76, -7.33], [-7.44, -2.89, -8.14], [-7.01, -2.63, -9.53], [-6.35, -1.34, -9.60], [-7.01, -3.85, -7.85], [-8.51, -3.02, -8.00], [-7.95, -2.64, -10.06], [-6.43, -3.42, -10.00], [-5.33, 1.96, 4.94], [-5.16, 2.99, 3.98], [-3.99, 3.29, 3.41], [-2.72, 2.86, 4.06], [-3.97, 3.97, 2.42], [-4.39, 1.52, 5.27], [-5.84, 1.09, 4.52], [-5.87, 2.23, 5.85], [-5.98, 3.34, 3.52], [-2.69, 3.26, 5.07], [-1.87, 3.27, 3.51], [-2.52, 1.79, 4.13], [1.93, 12.94, -2.35], [1.25, 11.66, -2.47], [1.74, 10.50, -1.97], [0.72, 9.41, -1.91], [2.83, 10.39, -1.47], [2.18, 13.33, -3.34], [2.83, 12.92, -1.75], [1.23, 13.71, -2.00], [0.40, 11.73, -3.02], [0.21, 9.38, -0.95], [1.12, 8.43, -2.17], [-0.07, 9.43, -2.67], [-4.44, -10.70, 6.36], [-3.24, -10.25, 5.70], [-3.34, -9.31, 4.73], [-2.11, -8.86, 4.04], [-4.46, -8.79, 4.51], [-5.01, -11.24, 5.61], [-5.05, -9.85, 6.64], [-4.14, -11.24, 7.26], [-2.27, -10.37, 5.96], [-2.27, -8.07, 3.30], [-1.65, -9.70, 3.51], [-1.49, -8.58, 4.89], [-2.97, -4.92, 8.77], [-1.68, -4.56, 8.25], [-1.46, -3.87, 7.13], [-0.08, -3.39, 6.82], [-2.39, -3.50, 6.42], [-3.03, -5.43, 9.73], [-3.52, -5.50, 8.03], [-3.53, -4.00, 8.94], [-0.86, -4.74, 8.81], [0.30, -3.71, 5.85], [0.54, -3.66, 7.67], [-0.01, -2.30, 6.82], [-6.09, -5.75, -0.74], [-5.27, -6.91, -0.73], [-5.17, -7.77, -1.79], [-4.42, -8.98, -1.51], [-5.39, -7.45, -2.94], [-5.64, -4.96, -1.34], [-5.98, -5.38, 0.27], [-7.04, -6.02, -1.20], [-5.04, -7.19, 0.21], [-4.95, -9.74, -2.09], [-4.61, -9.36, -0.51], [-3.35, -8.82, -1.64], [9.36, 1.03, 0.02], [10.69, 1.54, -0.35], [11.16, 2.65, 0.15], [12.63, 2.85, -0.04], [10.53, 3.47, 0.73], [9.32, 0.01, 0.40], [8.51, 1.14, -0.66], [9.03, 1.56, 0.91], [11.38, 0.98, -0.84], [13.02, 1.83, -0.07], [13.22, 3.24, 0.80], [13.02, 3.38, -0.90], [-6.69, 7.69, -2.46], [-6.98, 6.31, -2.05], [-7.78, 5.45, -2.68], [-7.93, 4.10, -1.98], [-8.41, 5.67, -3.73], [-5.67, 7.93, -2.14], [-7.38, 8.22, -1.81], [-6.80, 7.77, -3.54], [-6.50, 5.90, -1.26], [-7.47, 3.31, -2.57], [-8.97, 3.76, -1.92], [-7.47, 3.99, -1.00], [6.38, 3.62, -5.05], [6.34, 4.88, -4.22], [7.66, 5.48, -4.33], [8.06, 5.26, -5.60], [7.48, 3.93, -6.07], [5.46, 3.21, -5.45], [6.78, 2.84, -4.40], [6.18, 4.61, -3.18], [5.63, 5.58, -4.66], [8.36, 5.01, -3.64], [7.77, 6.55, -4.17], [8.03, 3.01, -6.24], [6.96, 4.17, -6.99], [-1.57, -0.93, -1.81], [-0.52, 0.04, -2.44], [0.27, 0.47, -1.28], [0.18, -0.54, -0.34], [-1.07, -1.12, -0.38], [-1.50, -1.80, -2.47], [-2.57, -0.51, -1.87], [-1.18, 0.80, -2.86], [0.13, -0.28, -3.25], [-0.14, 1.34, -0.77], [1.30, 0.66, -1.58], [-1.80, -0.75, 0.33], [-0.90, -2.14, -0.03], [4.17, -8.00, 0.10], [3.26, -6.83, -0.02], [3.74, -5.95, -1.20], [4.59, -6.76, -1.98], [4.64, -8.08, -1.41], [3.78, -8.93, 0.50], [4.92, -7.58, 0.76], [2.97, -6.32, 0.90], [2.26, -7.22, -0.19], [4.29, -5.12, -0.76], [2.86, -5.53, -1.69], [5.58, -8.59, -1.65], [3.82, -8.63, -1.86]],
  "lowdin_charge": [-0.24, 0.81, -0.27, -0.23, -0.20, -0.21, -0.20, 0.13, 0.14, 0.13, 0.14, -0.25, 0.77, -0.26, -0.22, -0.15, -0.20, -0.20, 0.13, 0.13, 0.13, 0.13, -0.10, 0.01, -0.59, -0.01, 0.04, 0.08, 0.08, 0.08, 0.15, 0.09, 0.09, 0.08, -0.07, 0.00, -0.58, -0.02, 0.05, 0.08, 0.09, 0.08, 0.13, 0.09, 0.08, 0.07, -0.08, -0.02, -0.55, -0.01, 0.00, 0.09, 0.08, 0.09, 0.13, 0.09, 0.09, 0.09, -0.08, -0.01, -0.58, 0.00, 0.03, 0.08, 0.09, 0.09, 0.13, 0.09, 0.07, 0.09, -0.10, -0.02, -0.59, -0.02, 0.06, 0.08, 0.09, 0.09, 0.13, 0.09, 0.08, 0.10, -0.05, 0.02, -0.65, 0.00, 0.07, 0.08, 0.08, 0.08, 0.13, 0.07, 0.09, 0.09, -0.04, -0.01, -0.55, -0.01, 0.01, 0.08, 0.09, 0.09, 0.13, 0.08, 0.08, 0.07, -0.18, -0.20, -0.31, -0.12, -0.13, 0.12, 0.10, 0.12, 0.12, 0.12, 0.13, 0.11, 0.11, -0.13, -0.17, -0.25, -0.12, -0.23, 0.11, 0.11, 0.11, 0.11, 0.12, 0.13, 0.11, 0.12, -0.17, -0.22, -0.19, -0.13, -0.17, 0.11, 0.11, 0.11, 0.10, 0.11, 0.12, 0.12, 0.11],
  "charge": 0,
  "e_lumo_ha": 0.006,
  "smiles": "O=S1(=O)OCCO1.O=S1(=O)OCCO1.CNC(C)=O.CNC(C)=O.CNC(C)=O.CNC(C)=O.CNC(C)=O.CNC(C)=O.CNC(C)=O.C1CCOC1.C1CCOC1.C1CCOC1"
}

No. 2
{
  "formula": "C4H12O2",
  "method": "ωB97M-V/def2-TZVPD",
  "symbols": ["C", "C", "C", "C", "O", "H", "H", "H", "H", "H", "H", "H", "H", "H", "H", "O", "H", "H"],
  "xyz": [[-2.55, 0.56, 0.59], [-1.12, 0.07, 0.71], [-0.56, -0.63, -0.52], [0.95, -0.62, -0.57], [-1.14, -0.03, -1.69], [-3.12, -0.24, 0.14], [-2.66, 1.41, -0.08], [-2.96, 0.81, 1.57], [-0.43, 0.86, 1.02], [-0.99, -0.63, 1.54], [-0.81, -1.70, -0.48], [1.24, -1.01, -1.54], [1.34, 0.39, -0.40], [1.33, -1.25, 0.23], [-0.94, -0.61, -2.43], [3.92, 0.59, 0.83], [4.87, 0.70, 0.80], [3.62, 1.32, 0.28]],
  "nbo_charge": [-0.60, -0.41, 0.10, -0.61, -0.73, 0.21, 0.22, 0.21, 0.19, 0.20, 0.14, 0.20, 0.20, 0.22, 0.47, -0.93, 0.47, 0.47],
  "charge": 0,
  "e_lumo_ha": 0.030,
  "smiles": "CC[C@H](C)O.O"
}

No. 3
{
  "formula": "C5H9NO",
  "method": "ωB97M-V/def2-TZVPD",
  "symbols": ["C", "C", "C", "C", "O", "C", "N", "H", "H", "H", "H", "H", "H", "H", "H", "H"],
  "xyz": [[-1.14, -0.18, 1.20], [-0.32, 0.06, 0.09], [0.21, -1.08, -0.65], [-0.36, 1.35, -0.72], [1.09, 1.49, -0.76], [1.33, 0.42, 0.04], [2.34, 0.09, 0.70], [-0.90, -1.02, 1.85], [-1.63, 0.66, 1.70], [-1.86, -1.37, 0.12], [0.68, -1.88, -0.09], [-1.42, -1.78, -0.49], [0.46, -0.99, -1.70], [-0.80, 2.18, -0.18], [-0.77, 1.27, -1.73], [3.08, 0.78, 0.61]],
  "nbo_charge": [-0.49, -0.20, -0.38, -0.06, -0.50, 0.63, -0.69, 0.22, 0.21, 0.06, 0.24, -0.02, 0.23, 0.20, 0.19, 0.37],
  "charge": 0,
  "e_lumo_ha": [0.010, 0.010]
}

No. 4
{
  "formula": "C5H8O2",
  "method": "ωB97M-V/def2-TZVPD",
  "symbols": ["C", "C", "O", "C", "C", "O", "C", "H", "H", "H", "H", "H", "H", "H", "H"],
  "xyz": [[2.77, -0.07, 0.32], [1.45, 0.42, 0.82], [0.59, 0.25, -0.16], [-0.76, 0.12, 0.27], [-1.89, 0.99, -0.29], [-2.62, -0.19, -0.68], [-1.47, -1.01, -0.47], [2.94, -0.94, 0.98], [2.78, -0.42, -0.72], [3.59, 0.62, 0.54], [-0.75, 0.06, 1.36], [-2.44, 1.57, 0.46], [-1.63, 1.62, -1.14], [-0.95, -1.25, -1.41], [-1.68, -1.93, 0.09]],
  "nbo_charge": [-0.77, 0.26, -0.50, 0.04, -0.08, -0.52, -0.08, 0.25, 0.21, 0.24, 0.21, 0.19, 0.18, 0.18, 0.18],
  "charge": 0,
  "e_lumo_ha": 0.038
}

Asked for energy relative to the best compared isomer or geometry (same formula, charge and spin) across the records above, the calculation gives 203.3, 4.2, 155.2, 100.5 kcal/mol in order.